Entry from the OMol25 dataset: C23H52O3P4ReS as an isolated structure (ωB97M-V/def2-TZVPD).

Each line ends with the Mulliken charge.
Cartesian coordinates (Å):
Re  0.0126  -0.2349  -0.5332  1.1902
P  1.6713  1.0002  0.4985  0.6424
P  -1.6931  1.3587  -0.1953  0.7573
P  0.5885  1.0347  -2.4798  0.9840
H  0.2639  -3.1200  -0.3487  0.1076
C  0.7200  -2.3647  -1.0007  -1.5449
C  1.8568  -1.5886  -0.6161  -0.9705
H  2.2929  -1.7306  0.3754  0.6205
C  2.1232  0.6407  2.2633  -1.2918
C  1.4493  2.8145  0.7601  -1.3455
C  3.3952  0.9754  -0.1790  -1.2878
C  -3.3199  0.7359  -0.7351  -0.9629
C  -2.0526  1.8937  1.5262  -1.1554
C  -1.7515  3.0546  -0.9056  -1.4837
C  1.9602  0.2996  -3.4565  -1.4162
C  1.2289  2.7786  -2.5363  -1.7292
C  -0.7809  1.2795  -3.6940  -1.4552
H  0.6565  -2.6426  -2.0631  0.8131
H  2.5891  -1.3040  -1.3682  0.6021
H  2.2171  -0.4382  2.4433  0.1537
H  1.3661  1.0487  2.9455  0.2665
H  3.0808  1.1501  2.4437  0.7950
H  0.4937  3.0312  1.2515  0.2184
H  1.5123  3.3658  -0.1807  0.4197
H  2.2710  3.1449  1.4102  0.5715
H  3.6790  -0.0185  -0.5423  0.3295
H  4.0768  1.2213  0.6458  0.5460
H  3.5389  1.6973  -0.9894  0.4264
H  -4.1123  1.4272  -0.4247  0.4864
H  -3.5056  -0.2477  -0.2941  0.1240
H  -3.3478  0.6407  -1.8236  0.3215
H  -2.8076  2.6904  1.5072  0.7103
H  -1.1612  2.2818  2.0245  0.3303
H  -2.4213  1.0508  2.1123  0.1060
H  -2.6136  3.5772  -0.4753  0.6509
H  -1.8754  3.0397  -1.9894  0.3900
H  -0.8621  3.6364  -0.6520  0.3947
H  1.8221  0.6090  -4.5048  0.5569
H  1.9979  -0.7974  -3.4130  0.2931
H  2.9178  0.7077  -3.0913  0.3905
H  1.2988  3.0849  -3.5914  0.6074
H  2.2290  2.8707  -2.1001  0.4711
H  0.5443  3.4807  -2.0487  0.4325
H  -0.4927  0.8011  -4.6510  0.5346
H  -0.9370  2.3569  -3.8647  0.5356
H  -1.7353  0.8382  -3.3574  0.2563
C  -0.9392  -3.1244  -4.9095  0.4042
C  -1.9733  -2.8722  -5.8360  -0.2131
C  -2.0079  -3.5235  -7.0708  -0.5949
C  -1.0072  -4.4517  -7.4008  -0.3882
C  -0.0119  -4.7720  -6.4639  -0.4916
C  0.0299  -4.1078  -5.2252  -0.1366
S  -0.7259  -1.9132  -3.6495  -0.0453
H  -1.5427  -2.1819  -2.5505  0.2228
H  -2.6831  -2.0919  -5.5795  0.4402
H  -2.8082  -3.2973  -7.7702  0.4509
H  -1.0113  -4.9317  -8.3856  0.4476
H  0.7272  -5.5298  -6.7165  0.4590
H  0.8331  -4.2965  -4.5117  0.4572
C  -3.1992  -4.3990  1.3801  -1.3105
C  -2.8477  -2.9492  1.5780  0.1837
O  -1.4694  -2.7508  1.1089  -0.0891
P  -0.5587  -1.4569  1.4550  0.3507
O  0.7852  -2.0923  2.1475  -0.3480
C  1.0032  -2.9582  3.3411  -0.4642
C  -0.2274  -3.6424  3.8427  -0.7998
O  -1.3901  -0.7999  2.7126  -0.1815
C  -0.8843  -0.2078  3.9756  0.1273
C  -2.0620  0.0521  4.8737  -1.3888
H  -3.0772  -4.7270  0.3441  0.3061
H  -4.2459  -4.5420  1.6593  0.4507
H  -2.5774  -5.0386  2.0147  0.2882
H  -3.5085  -2.2786  1.0114  0.1171
H  -2.9123  -2.6752  2.6410  0.1867
H  1.7621  -3.6820  3.0258  0.4543
H  1.4565  -2.3071  4.0972  0.3394
H  -0.6147  -4.3558  3.1175  0.1644
H  0.0401  -4.1965  4.7430  0.5124
H  -1.0112  -2.9378  4.1143  0.1577
H  -0.1803  -0.9049  4.4512  0.3179
H  -0.3534  0.7188  3.7319  0.1386
H  -2.6124  -0.8745  5.0920  0.3349
H  -1.6946  0.4394  5.8309  0.4330
H  -2.7448  0.8038  4.4575  0.3138

* ⟨S²⟩: 3.79
* orbital gap (spin up / spin down): 7.2173 / 5.7083 eV
* lowest unoccupied orbital energy (spin up / spin down): -13.50 / -14.94 eV
* multiplicity: 4
* charge: +4

=====

Entry from the OMol25 dataset: a 5-piece molecular cluster, C23H53BrFIN4O16PS4 overall (ωB97M-V/def2-TZVPD).

Each line ends with the Mulliken charge.
Cartesian coordinates (Å):
C  -3.8391  -1.6504  -3.8959  -0.9964
C  -2.7227  -2.6274  -3.4368  -0.2678
O  -1.6421  -1.9247  -2.8224  -0.3040
C  -0.4062  -2.5811  -3.0624  -0.5913
C  0.7295  -1.9345  -2.2704  -0.3571
O  0.3796  -1.6876  -0.9183  -0.3024
C  1.4991  -1.2216  -0.1918  -0.3192
C  1.2776  -1.3422  1.3264  -0.7172
O  1.4020  -0.0745  2.0136  -0.4729
C  0.1318  0.3859  2.4035  -0.3565
N  0.3011  1.7966  2.7581  0.0037
N  1.2888  2.3595  3.4599  0.2364
C  1.0444  3.6788  3.5090  0.5754
N  1.7951  4.6098  4.1104  0.0280
C  3.0242  4.2189  4.8431  -0.9688
C  2.5756  3.9439  6.3046  -0.2264
F  1.8346  2.7601  6.2871  -0.1979
P  1.4361  6.3518  4.1333  0.2059
O  1.5000  6.8379  2.5438  -0.4590
Br  -0.6836  6.6603  4.7370  -0.0574
N  -0.1050  3.9309  2.8530  -0.3490
C  -0.5439  2.7524  2.4158  -0.0650
I  -2.3558  2.6615  1.3607  0.2767
H  -3.6781  -0.6372  -3.4989  0.2645
H  -3.8636  -1.6284  -4.9972  0.2340
H  -4.8165  -2.0271  -3.5582  0.3159
H  -3.1438  -3.3187  -2.6819  0.2835
H  -2.3484  -3.2046  -4.3029  0.3110
H  -0.2039  -2.5296  -4.1529  0.3819
H  -0.5150  -3.6634  -2.8340  0.3352
H  0.9171  -0.9504  -2.7526  0.2454
H  1.6302  -2.5614  -2.3828  0.3299
H  2.3524  -1.8798  -0.4600  0.2684
H  1.7921  -0.1969  -0.5021  0.3257
H  2.0499  -2.0126  1.7319  0.3642
H  0.2929  -1.7746  1.5770  0.3765
H  -0.5354  0.3781  1.5223  0.2509
H  -0.3208  -0.2197  3.2101  0.3792
H  2.0691  1.8331  3.8331  0.2345
H  3.7177  5.0714  4.8740  0.4597
H  3.4910  3.3198  4.4175  0.3939
H  1.8571  4.7445  6.5520  0.2348
H  3.4103  3.9134  7.0181  0.3700
H  2.3243  6.4296  2.2182  0.3614
O  2.8275  -2.6687  -4.5766  -0.5001
S  4.0861  -3.0307  -5.1652  1.1297
O  4.8698  -2.0738  -5.8798  -0.6002
O  3.8748  -4.3217  -6.0754  -0.3018
C  2.8773  -4.2687  -7.1140  -0.2453
C  3.3226  -3.4379  -8.3005  -0.9163
C  5.1033  -3.7878  -3.9405  -1.0202
H  1.9311  -3.9027  -6.7092  0.1798
H  2.7139  -5.2970  -7.4342  0.2999
H  3.4270  -2.3873  -8.0299  0.3066
H  2.5950  -3.5041  -9.1098  0.3149
H  4.2937  -3.7761  -8.6645  0.3055
H  4.5232  -4.5410  -3.4128  0.3156
H  5.4220  -3.0061  -3.2531  0.3735
H  5.9688  -4.2301  -4.4277  0.3605
O  -5.5224  5.6010  7.1553  -0.6331
S  -5.3932  4.1776  7.2158  1.2214
O  -5.0442  3.5146  8.4334  -0.6086
O  -4.3838  3.7062  6.0618  -0.2355
C  -3.0772  4.2950  6.0328  -0.2323
C  -2.1797  3.7464  7.1273  -0.7431
C  -6.8496  3.4317  6.5623  -0.9462
H  -3.1506  5.3835  6.0896  0.3472
H  -2.6470  4.0510  5.0603  0.0151
H  -2.5414  4.0324  8.1146  0.3844
H  -1.1630  4.1297  7.0171  0.1276
H  -2.1566  2.6559  7.0945  0.2632
H  -7.0991  3.9085  5.6177  0.3163
H  -7.6471  3.5879  7.2863  0.3811
H  -6.6707  2.3673  6.4294  0.3133
O  0.0678  -3.3283  5.3372  -0.6541
S  -0.3340  -2.4182  6.3671  1.2688
O  -1.1248  -1.2619  6.0622  -0.5535
O  0.9689  -1.9524  7.1739  -0.2665
C  2.0390  -1.3778  6.4178  -0.6922
C  1.7105  0.0348  5.9736  -0.3165
C  -1.1070  -3.3112  7.6726  -1.0631
H  2.2879  -2.0152  5.5659  0.3528
H  2.9111  -1.3601  7.0700  0.3119
H  0.8808  0.0354  5.2636  -0.0635
H  2.5731  0.4965  5.4882  0.3292
H  1.4107  0.6451  6.8208  0.2760
H  -0.4901  -4.1688  7.9286  0.3441
H  -2.0795  -3.6399  7.3104  0.3910
H  -1.2319  -2.6488  8.5260  0.3345
O  0.7626  -2.0680  -10.4284  -0.5519
S  -0.4474  -1.5230  -10.9683  1.1446
O  -0.4414  -0.3123  -11.7274  -0.6004
O  -1.5235  -1.3968  -9.7909  -0.2895
C  -1.1621  -0.6484  -8.6190  -0.1290
C  -1.1747  0.8480  -8.8673  -1.0631
C  -1.2791  -2.7666  -11.8996  -0.9629
H  -0.1904  -0.9787  -8.2441  0.2289
H  -1.9021  -0.8940  -7.8575  0.2096
H  -0.3972  1.1375  -9.5739  0.3238
H  -1.0033  1.3914  -7.9371  0.3884
H  -2.1301  1.1586  -9.2918  0.2701
H  -1.3176  -3.6821  -11.3147  0.3133
H  -0.7080  -2.9254  -12.8124  0.3694
H  -2.2787  -2.4142  -12.1425  0.3389

* orbital gap: 8.4044 eV
* lowest unoccupied orbital energy: -2.85 eV
* multiplicity: 1
* charge: +1

=====

Number 1: strongest force on any atom 6.83 eV/Å, E_tot -80916.75990 eV. Number 2: strongest force on any atom 2.52 eV/Å, E_tot -196912.13312 eV.